[1]
Molecular formula: C4H34N2O15
Method: DFT, ωB97M-V/def2-TZVPD

Each line ends with the natural charge from an NBO analysis.
Atoms and positions in Å:
1 C 0.19 -0.69 0.40  0.552
2 N -0.98 -1.26 0.32  -0.583
3 C -1.75 -1.85 1.45  -0.337
4 C -2.09 -0.80 2.46  0.646
5 N -2.65 0.41 2.11  -0.626
6 C -3.61 0.51 1.01  -0.413
7 O -1.72 -0.89 3.63  -0.597
8 O 0.92 -0.06 -0.39  -0.768
9 H 0.70 -0.76 1.38  0.149
10 H -1.38 -1.44 -0.61  0.441
11 H -2.62 -2.34 1.01  0.237
12 H -1.12 -2.69 1.72  0.277
13 H -2.90 0.91 2.96  0.414
14 H -4.06 1.50 0.99  0.239
15 H -3.24 0.35 0.02  0.187
16 H -4.34 -0.30 1.17  0.181
17 H -0.45 1.81 2.70  0.464
18 H 0.24 0.93 3.55  0.466
19 O 0.15 1.89 3.43  -0.928
20 H 4.06 0.96 -0.43  0.490
21 H 2.79 0.73 0.30  0.513
22 O 3.26 1.43 -0.21  -0.964
23 H 0.33 -2.06 -3.24  0.491
24 H -0.57 -3.33 -3.12  0.468
25 O -0.53 -2.40 -2.90  -0.980
26 H 2.68 -0.91 -3.35  0.491
27 H 1.54 -0.78 -2.41  0.499
28 O 1.78 -1.18 -3.26  -0.974
29 H 2.22 3.36 2.36  0.497
30 H 2.79 2.32 1.35  0.484
31 O 2.45 2.44 2.25  -0.976
32 H 2.48 -2.55 -0.83  0.462
33 H 1.91 -3.19 -2.06  0.484
34 O 2.35 -3.42 -1.23  -0.950
35 H 2.36 1.39 -1.75  0.489
36 H 1.06 1.14 -1.83  0.474
37 O 1.72 1.36 -2.51  -1.000
38 H 0.83 4.27 -1.06  0.480
39 H 1.59 3.36 -0.02  0.470
40 O 1.43 4.26 -0.31  -0.950
41 H 2.82 -0.40 3.50  0.478
42 H 2.17 0.68 2.73  0.513
43 O 2.36 -0.29 2.65  -0.999
44 H -3.84 -1.59 -2.89  0.467
45 H -2.80 -0.80 -3.70  0.484
46 O -2.95 -1.21 -2.84  -0.948
47 H -2.56 1.44 -1.02  0.450
48 H -1.90 2.48 -1.86  0.490
49 O -2.62 2.38 -1.20  -0.952
50 H 1.76 -3.94 1.24  0.484
51 H 1.18 -3.02 2.21  0.467
52 O 0.91 -3.60 1.51  -0.944
53 H -0.57 2.56 -4.15  0.487
54 H -0.50 1.35 -3.21  0.484
55 O -1.10 1.96 -3.61  -0.959

For the energy above the lowest of the compared OMol25 structures with the same formula, charge and spin, the calculation gives 343.5 kJ/mol. Its orbital gap is 10.18 eV.

=====

[2]
Molecular formula: C20H29FeN2O
Method: DFT, ωB97M-V/def2-TZVPD

Each line ends with the natural charge from an NBO analysis.
Atoms and positions in Å:
1 C -6.59 -2.52 2.49  -0.610
2 C -5.09 -2.71 2.37  -0.447
3 C -4.44 -1.91 1.24  -0.316
4 N -3.07 -2.32 0.93  -0.666
5 C -1.98 -1.54 1.13  0.618
6 C -0.66 -2.18 0.66  -0.300
7 C -0.35 -3.51 1.38  -0.580
8 C 1.07 -3.34 1.96  -0.430
9 C 1.32 -1.82 1.97  -0.220
10 N 0.44 -1.27 0.94  -0.651
11 O -2.02 -0.44 1.67  -0.675
12 H -6.96 -3.08 3.35  0.201
13 H -6.86 -1.47 2.64  0.196
14 H -7.12 -2.88 1.60  0.198
15 H -4.60 -2.42 3.31  0.196
16 H -4.87 -3.78 2.22  0.192
17 H -5.03 -2.04 0.32  0.177
18 H -4.42 -0.85 1.49  0.218
19 H -2.95 -3.22 0.49  0.339
20 H -0.76 -2.33 -0.43  0.183
21 H -1.06 -3.65 2.21  0.200
22 H -0.44 -4.36 0.70  0.193
23 H 1.14 -3.74 2.98  0.201
24 H 1.80 -3.87 1.33  0.197
25 H 1.06 -1.42 2.97  0.163
26 H 2.37 -1.56 1.76  0.177
27 H 0.14 -0.32 1.13  0.390
28 C 1.87 -0.66 -1.40  -0.741
29 C 2.61 0.35 -2.16  -0.101
30 C 3.27 1.46 -1.61  -0.114
31 C 4.07 2.44 -2.40  -0.275
32 C 4.37 3.57 -1.55  -0.322
33 C 3.75 3.35 -0.26  -0.228
34 C 3.06 2.08 -0.29  -0.349
35 Fe 2.43 3.26 -1.74  0.504
36 C 0.51 2.85 -2.03  -0.316
37 C 1.16 3.23 -3.27  -0.265
38 C 1.75 4.54 -3.09  -0.339
39 C 1.47 4.98 -1.74  -0.277
40 C 0.70 3.94 -1.08  -0.310
41 H 1.28 -1.26 -2.11  0.215
42 H 2.52 -1.35 -0.83  0.219
43 H 1.17 -0.23 -0.67  0.250
44 H 2.78 0.15 -3.21  0.178
45 H 4.43 2.23 -3.40  0.230
46 H 5.00 4.41 -1.82  0.232
47 H 3.84 4.00 0.60  0.230
48 H 2.57 1.56 0.53  0.246
49 H -0.08 1.96 -1.86  0.253
50 H 1.13 2.66 -4.20  0.236
51 H 2.24 5.13 -3.87  0.231
52 H 1.72 5.95 -1.32  0.230
53 H 0.29 3.99 -0.07  0.240

Its total charge is -1. Its orbital gap (alpha / beta) is 1.61 / 7.51 eV. As for the expectation value of S²: 6.06. The multiplicity is 5.

=====

[3]
Molecular formula: C50H36NO8OsP2S
Method: DFT, ωB97M-V/def2-TZVPD

Each line ends with the Löwdin charge.
Atoms and positions in Å:
1 Os 0.30 0.13 0.00  1.259
2 O -3.93 -3.49 -2.24  0.123
3 C -3.01 -2.63 -1.79  -0.253
4 C -2.74 -1.41 -2.42  0.105
5 C -1.76 -0.61 -1.88  -0.152
6 N -1.10 -0.99 -0.80  -0.120
7 C -1.33 -2.16 -0.17  -0.216
8 C -2.30 -3.00 -0.64  0.113
9 C -0.46 -2.38 1.05  -0.603
10 O -0.59 -3.35 1.75  0.137
11 O 0.39 -1.39 1.29  -0.294
12 C -1.34 0.76 -2.35  -0.558
13 O -1.83 1.28 -3.33  0.119
14 O -0.46 1.30 -1.55  -0.261
15 H -4.36 -3.16 -3.04  0.132
16 H -3.26 -1.08 -3.31  0.144
17 H -2.50 -3.94 -0.13  0.153
18 O 2.07 2.18 1.40  -0.059
19 C 1.47 2.73 2.53  -0.272
20 C 2.22 3.30 3.54  -0.006
21 C 1.56 3.85 4.63  -0.034
22 C 0.18 3.82 4.71  -0.044
23 C -0.56 3.19 3.72  -0.044
24 C 0.09 2.64 2.61  -0.261
25 P -0.84 1.66 1.42  1.035
26 C -1.91 0.70 2.53  -0.343
27 C -3.27 0.97 2.70  -0.084
28 C -4.01 0.27 3.63  -0.061
29 C -3.42 -0.71 4.41  -0.057
30 C -2.06 -0.97 4.27  -0.047
31 C -1.31 -0.27 3.34  -0.095
32 C -1.92 2.77 0.50  -0.353
33 C -1.56 4.11 0.34  -0.065
34 C -2.31 4.93 -0.49  -0.055
35 C -3.40 4.42 -1.17  -0.051
36 C -3.76 3.09 -1.02  -0.050
37 C -3.02 2.26 -0.20  -0.116
38 C 2.66 3.06 0.50  -0.232
39 C 3.02 4.36 0.80  0.006
40 C 3.70 5.11 -0.15  -0.042
41 C 4.02 4.56 -1.38  -0.053
42 C 3.61 3.28 -1.69  -0.059
43 C 2.89 2.53 -0.76  -0.244
44 P 2.28 0.88 -1.17  1.033
45 C 2.01 0.92 -2.96  -0.357
46 C 2.27 -0.19 -3.75  -0.117
47 C 1.96 -0.16 -5.10  -0.054
48 C 1.36 0.96 -5.66  -0.055
49 C 1.08 2.06 -4.87  -0.055
50 C 1.40 2.05 -3.52  -0.104
51 C 3.70 -0.16 -0.79  -0.368
52 C 3.84 -0.66 0.50  -0.103
53 C 5.02 -1.29 0.87  -0.059
54 C 6.06 -1.40 -0.03  -0.064
55 C 5.93 -0.89 -1.32  -0.061
56 C 4.75 -0.27 -1.70  -0.079
57 H 3.30 3.30 3.48  0.136
58 H 2.14 4.30 5.42  0.119
59 H -0.33 4.25 5.56  0.116
60 H -1.64 3.12 3.81  0.122
61 H -3.75 1.75 2.12  0.098
62 H -5.07 0.49 3.75  0.112
63 H -4.00 -1.26 5.13  0.113
64 H -1.58 -1.73 4.88  0.118
65 H -0.25 -0.49 3.25  0.102
66 H -0.71 4.51 0.87  0.106
67 H -2.03 5.97 -0.60  0.112
68 H -3.98 5.07 -1.82  0.113
69 H -4.60 2.69 -1.56  0.117
70 H -3.29 1.22 -0.10  0.113
71 H 2.79 4.80 1.76  0.111
72 H 3.99 6.12 0.09  0.117
73 H 4.58 5.14 -2.11  0.115
74 H 3.82 2.87 -2.67  0.116
75 H 2.72 -1.07 -3.32  0.051
76 H 2.17 -1.03 -5.72  0.112
77 H 1.11 0.97 -6.71  0.112
78 H 0.60 2.93 -5.29  0.116
79 H 1.15 2.90 -2.91  0.116
80 H 3.03 -0.58 1.22  0.099
81 H 5.12 -1.68 1.87  0.121
82 H 6.99 -1.88 0.26  0.115
83 H 6.74 -0.97 -2.03  0.114
84 H 4.67 0.15 -2.70  0.107
85 O 7.03 -5.57 0.33  0.120
86 C 5.86 -5.49 1.01  -0.478
87 O 5.75 -6.02 2.07  0.134
88 C 4.76 -4.70 0.37  -0.134
89 C 3.67 -4.35 1.18  0.000
90 C 2.63 -3.61 0.67  -0.074
91 C 2.63 -3.19 -0.66  -0.595
92 S 1.29 -2.31 -1.39  0.822
93 C 3.71 -3.55 -1.47  -0.106
94 C 4.75 -4.30 -0.97  -0.028
95 H 6.99 -5.06 -0.48  0.086
96 H 3.67 -4.69 2.21  0.129
97 H 1.79 -3.37 1.32  0.085
98 H 3.71 -3.26 -2.51  0.103
99 H 5.55 -4.58 -1.64  0.118

For the energy above the lowest of the compared OMol25 structures with the same formula, charge and spin, the calculation gives 57.6 kJ/mol. Its total charge is +1. Its orbital gap is 5.48 eV.

=====

[4]
Molecular formula: C16H21AuP2S2
Method: DFT, ωB97M-V/def2-TZVPD

Each line ends with the natural charge from an NBO analysis.
Atoms and positions in Å:
1 Au 0.58 0.00 -1.61  0.712
2 C -2.50 -2.70 -1.98  -0.936
3 P -1.08 -1.61 -1.61  0.858
4 C 0.10 -2.83 -0.91  -0.956
5 C -1.65 -0.71 -0.13  -0.376
6 C -2.10 -1.39 1.01  -0.151
7 C -2.54 -0.69 2.14  -0.213
8 C -2.54 0.69 2.14  -0.213
9 C -2.10 1.39 1.01  -0.151
10 C -1.65 0.71 -0.13  -0.376
11 P -1.08 1.61 -1.61  0.858
12 C -2.50 2.70 -1.98  -0.936
13 C 0.10 2.83 -0.91  -0.956
14 H -2.78 -3.34 -1.13  0.224
15 H -2.26 -3.36 -2.82  0.240
16 H -3.38 -2.11 -2.26  0.241
17 H -0.36 -3.47 -0.16  0.218
18 H 0.95 -2.32 -0.46  0.255
19 H 0.48 -3.47 -1.71  0.243
20 H -2.12 -2.48 1.04  0.202
21 H -2.88 -1.24 3.01  0.214
22 H -2.88 1.24 3.01  0.214
23 H -2.12 2.48 1.04  0.202
24 H -2.78 3.34 -1.13  0.224
25 H -3.38 2.11 -2.26  0.241
26 H -2.26 3.36 -2.82  0.240
27 H -0.36 3.47 -0.16  0.218
28 H 0.48 3.47 -1.71  0.243
29 H 0.95 2.32 -0.46  0.255
30 S 0.62 0.00 0.71  -0.159
31 C 2.30 0.00 1.09  -0.260
32 C 2.67 0.00 2.44  -0.212
33 C 4.02 0.00 2.81  -0.198
34 C 5.00 0.00 1.82  -0.226
35 C 4.64 0.00 0.47  -0.231
36 C 3.29 0.00 0.10  -0.137
37 S 2.90 0.00 -1.57  -0.072
38 H 1.90 0.00 3.21  0.218
39 H 4.28 0.00 3.86  0.214
40 H 6.05 0.00 2.09  0.215
41 H 5.41 0.00 -0.29  0.222
42 H 0.58 0.00 -3.23  -0.211

For the energy above the lowest of the compared OMol25 structures with the same formula, charge and spin, the calculation gives 0.0 kJ/mol. Its orbital gap (alpha / beta) is 6.15 / 5.13 eV. As for the expectation value of S²: 2.03. The multiplicity is 3.

=====

no.,largest force on an atom (eV/A)
1,3.4
2,3.2
3,2.6
4,4.3